No. 1
{"formula": "C6H14O4", "method": "ωB97M-V/def2-TZVPD", "gap_ev": [6.64, 6.61], "relative_energy_kcal_mol": 114.43, "species": ["C", "C", "C", "O", "O", "H", "H", "H", "H", "H", "H", "H", "H", "C", "C", "C", "O", "O", "H", "H", "H", "H", "H", "H"], "positions_angstrom": [[1.803, -1.351, 1.049], [-0.254, -0.843, 0.847], [-1.279, -1.233, 1.867], [1.821, -2.695, 0.758], [2.396, -0.528, 0.292], [2.077, -2.776, -0.172], [1.600, -0.049, -0.962], [1.809, -1.232, 2.137], [-0.311, -1.325, -0.112], [0.184, 0.134, 0.933], [-1.316, -2.323, 1.963], [-1.045, -0.822, 2.853], [-2.297, -0.908, 1.615], [-1.454, 0.920, -1.562], [0.393, 2.101, -0.200], [-0.089, 0.888, -0.933], [-1.504, 1.913, -2.597], [0.780, 0.124, -1.557], [-0.954, 1.610, -3.329], [-2.195, 1.214, -0.821], [-1.700, -0.074, -1.942], [0.541, 2.894, -0.943], [1.343, 1.911, 0.300], [-0.348, 2.451, 0.517]], "forces_ev_per_angstrom": [[-0.42, -0.02, -0.11], [0.38, -0.02, -0.18], [-0.12, -0.01, 0.03], [0.03, 0.23, -0.04], [-0.09, -0.09, -0.03], [-0.01, 0.06, 0.08], [0.04, 0.00, 0.16], [0.01, 0.01, -0.06], [0.00, 0.00, -0.10], [0.12, 0.18, -0.02], [0.01, 0.05, 0.01], [0.00, -0.03, -0.04], [0.05, -0.02, 0.04], [-0.17, 0.09, -0.21], [0.01, -0.04, 0.05], [0.51, -0.30, -0.17], [0.17, -0.28, 0.26], [-0.48, 0.29, 0.32], [-0.05, 0.01, 0.04], [0.04, -0.02, 0.00], [0.03, 0.06, 0.01], [-0.03, -0.08, 0.00], [-0.03, -0.03, -0.02], [0.01, -0.05, -0.03]]}

No. 2
{"formula": "C19H15N3O7SV", "method": "ωB97M-V/def2-TZVPD", "gap_ev": [9.46, 9.45], "spin_multiplicity": 2, "relative_energy_kcal_mol": 0.00, "species": ["V", "C", "C", "C", "C", "C", "C", "C", "S", "O", "O", "N", "C", "C", "C", "C", "C", "N", "H", "H", "H", "H", "H", "H", "H", "H", "H", "H", "H", "O", "O", "C", "O", "C", "C", "C", "C", "C", "C", "N", "O", "O", "H", "H", "H", "H"], "positions_angstrom": [[-0.264, 1.065, -0.134], [-7.306, -1.493, 1.222], [-5.852, -1.467, 0.843], [-5.237, -2.580, 0.284], [-3.900, -2.548, -0.086], [-3.180, -1.384, 0.117], [-3.765, -0.256, 0.683], [-5.098, -0.308, 1.039], [-1.498, -1.332, -0.361], [-1.075, -2.616, -0.825], [-0.740, -0.744, 0.786], [-1.404, -0.134, -1.415], [-0.423, -0.095, -2.415], [-0.284, -0.902, -3.533], [0.737, -0.582, -4.410], [1.573, 0.503, -4.161], [1.388, 1.236, -3.007], [0.410, 0.924, -2.156], [-7.703, -2.507, 1.206], [-7.893, -0.891, 0.526], [-7.457, -1.080, 2.219], [-5.808, -3.488, 0.136], [-3.416, -3.412, -0.519], [-3.188, 0.647, 0.839], [-5.565, 0.565, 1.480], [-0.954, -1.733, -3.692], [0.881, -1.178, -5.302], [2.364, 0.766, -4.848], [2.014, 2.070, -2.720], [-1.052, 2.302, 0.375], [2.188, 2.743, -0.465], [2.385, 1.839, 0.333], [1.506, 0.927, 0.637], [3.702, 1.703, 1.040], [4.682, 2.667, 0.830], [5.910, 2.571, 1.466], [6.171, 1.508, 2.316], [5.181, 0.560, 2.508], [3.947, 0.634, 1.890], [5.457, -0.576, 3.410], [4.590, -1.414, 3.541], [6.537, -0.603, 3.965], [4.459, 3.490, 0.165], [6.668, 3.325, 1.302], [7.116, 1.401, 2.827], [3.194, -0.119, 2.064]], "forces_ev_per_angstrom": [[0.05, -0.05, -0.11], [0.00, 0.00, 0.00], [0.00, 0.00, 0.00], [0.00, -0.01, 0.00], [0.00, 0.00, 0.00], [0.00, 0.04, 0.02], [-0.01, -0.01, -0.01], [0.01, -0.01, 0.00], [-0.02, -0.02, -0.02], [0.01, -0.04, 0.00], [-0.01, 0.01, 0.01], [-0.01, 0.02, -0.06], [0.02, 0.10, 0.12], [-0.03, -0.01, 0.01], [0.00, -0.01, -0.02], [0.01, 0.02, 0.01], [0.01, -0.02, -0.01], [-0.03, -0.03, 0.01], [0.00, 0.00, 0.00], [0.00, 0.00, 0.00], [0.00, 0.00, 0.00], [0.00, 0.00, 0.00], [0.00, 0.00, 0.00], [-0.01, 0.00, 0.00], [0.00, 0.00, 0.00], [0.00, 0.00, -0.01], [-0.01, 0.00, 0.00], [0.00, 0.00, 0.00], [0.00, 0.01, 0.00], [0.01, -0.02, 0.02], [0.00, 0.00, -0.01], [0.02, 0.01, 0.00], [-0.05, 0.05, 0.02], [0.02, 0.00, -0.01], [0.00, 0.00, 0.01], [0.00, 0.00, 0.00], [0.00, 0.00, 0.00], [0.00, 0.00, 0.00], [0.00, 0.00, 0.00], [0.00, 0.01, 0.00], [0.00, -0.01, 0.00], [0.00, 0.00, 0.00], [0.00, 0.00, 0.00], [0.00, 0.00, 0.00], [0.00, 0.00, 0.00], [0.01, 0.00, 0.00]]}

No. 3
{"formula": "C5H10O", "method": "ωB97M-V/def2-TZVPD", "gap_ev": 9.49, "relative_energy_kcal_mol": 113.69, "species": ["C", "C", "C", "O", "C", "C", "H", "H", "H", "H", "H", "H", "H", "H", "H", "H"], "positions_angstrom": [[-1.708, 0.759, -0.118], [-0.713, -0.116, 0.558], [-0.359, -1.484, 0.061], [0.955, -1.358, 0.819], [0.783, 0.186, 0.615], [1.617, 0.640, -0.530], [-1.802, 1.719, 0.405], [-2.705, 0.296, -0.119], [-1.471, 0.989, -1.173], [-0.098, -0.915, 1.762], [-0.016, -1.661, -0.964], [-0.893, -2.382, 0.385], [1.160, 0.677, 1.525], [2.690, 0.483, -0.378], [1.464, 1.721, -0.626], [1.312, 0.180, -1.471]], "forces_ev_per_angstrom": [[-0.84, 0.53, 0.40], [1.79, -1.61, 1.39], [1.62, -1.01, -0.24], [-0.73, 1.08, -0.38], [1.02, -1.25, 0.87], [-0.19, 0.41, -0.82], [-0.04, -0.15, -0.13], [0.19, 0.10, 0.03], [0.20, -0.22, 0.33], [-2.16, 1.66, -0.94], [-0.31, 0.39, -0.28], [-0.18, 0.31, 0.03], [-0.29, -0.05, -0.25], [-0.23, -0.13, 0.12], [0.04, -0.07, -0.09], [0.11, 0.00, -0.05]]}

No. 4
{"formula": "C14H13ClF6MnO", "method": "ωB97M-V/def2-TZVPD", "gap_ev": [4.98, 4.97], "spin_multiplicity": 6, "total_charge": -2, "relative_energy_kcal_mol": 0.00, "species": ["C", "C", "C", "H", "C", "C", "H", "H", "H", "H", "Mn", "Cl", "C", "C", "C", "H", "C", "C", "H", "H", "H", "H", "C", "C", "O", "C", "F", "F", "F", "C", "F", "F", "F", "H", "H", "H"], "positions_angstrom": [[-2.879, 1.444, 1.171], [-2.062, 2.418, 0.527], [-0.706, 2.187, 0.953], [-2.404, 3.153, -0.173], [-0.746, 1.118, 1.922], [-2.078, 0.666, 2.050], [-2.382, -0.113, 2.726], [-3.950, 1.416, 1.110], [0.166, 2.793, 0.754], [0.108, 0.768, 2.476], [-1.272, 0.545, -0.289], [-2.382, 0.920, -2.265], [1.255, 0.882, -3.084], [2.203, 0.982, -2.020], [2.276, 2.350, -1.610], [2.798, 0.162, -1.620], [1.365, 3.095, -2.421], [0.734, 2.195, -3.332], [0.009, 2.458, -4.100], [1.005, -0.019, -3.634], [2.941, 2.753, -0.852], [1.211, 4.180, -2.382], [-1.020, -3.189, 1.091], [0.109, -2.179, 0.860], [-0.201, -0.922, 0.506], [0.950, -2.233, 2.231], [1.428, -3.492, 2.549], [2.027, -1.413, 2.273], [0.117, -1.880, 3.262], [1.130, -2.603, -0.271], [1.506, -3.905, -0.158], [0.532, -2.440, -1.481], [2.244, -1.805, -0.238], [-1.735, -2.816, 1.817], [-0.619, -4.156, 1.417], [-1.677, -3.318, 0.234]], "forces_ev_per_angstrom": [[0.11, 0.85, 0.49], [0.24, -0.09, 1.35], [-0.62, 0.48, 1.79], [0.01, 0.08, -0.26], [-0.54, 1.59, 0.34], [0.73, 0.93, -0.01], [-0.21, -0.25, -0.07], [-0.26, -0.22, -0.26], [-0.07, -0.15, -0.38], [0.03, -0.21, -0.18], [0.57, -1.69, -1.69], [-0.55, -0.37, -0.62], [0.30, 1.10, 0.43], [-0.29, 0.61, -0.35], [-0.47, -0.42, -0.78], [-0.21, 0.21, -0.03], [0.15, -0.51, -0.22], [0.91, -0.31, 0.54], [0.02, -0.06, 0.26], [-0.09, 0.05, 0.13], [-0.13, -0.04, 0.02], [-0.02, -0.40, 0.05], [-0.39, -0.22, -0.32], [1.47, 0.79, -0.62], [-0.05, -1.61, 0.66], [-0.15, 0.33, 0.10], [-0.36, 0.80, -0.20], [-0.92, -0.46, 0.20], [0.75, -0.16, -0.46], [-0.67, 0.76, 0.23], [0.40, 0.13, -0.45], [0.75, -0.48, 0.78], [-1.04, -1.41, -0.31], [0.33, 0.25, 0.52], [-0.21, 0.14, -0.10], [0.47, -0.06, -0.57]]}

No. 5
{"formula": "CH3ClNO2", "method": "ωB97M-V/def2-TZVPD", "gap_ev": [4.15, 8.08], "spin_multiplicity": 2, "total_charge": -2, "species": ["Cl", "C", "N", "O", "O", "H", "H", "H"], "positions_angstrom": [[-2.354, -1.220, 2.221], [0.340, 0.139, 0.383], [0.376, 0.185, -1.129], [0.377, 1.277, -1.747], [0.309, -0.855, -1.689], [1.133, 0.839, 0.648], [0.467, -0.898, 0.694], [-0.648, 0.532, 0.620]], "forces_ev_per_angstrom": [[-0.26, -0.12, 0.35], [-0.24, 0.97, -2.48], [0.34, 2.93, 5.37], [0.16, 3.17, -0.78], [-0.25, -7.16, -3.95], [0.14, -0.01, 0.73], [-0.02, 0.36, 0.08], [0.13, -0.14, 0.69]]}

No. 6
{"formula": "C18H27NO20S4", "method": "ωB97M-V/def2-TZVPD", "gap_ev": 8.17, "relative_energy_kcal_mol": 0.00, "species": ["O", "C", "O", "C", "C", "C", "C", "C", "C", "N", "C", "C", "O", "O", "C", "H", "H", "H", "H", "H", "H", "H", "H", "H", "H", "H", "C", "C", "O", "S", "O", "O", "O", "H", "H", "H", "H", "C", "C", "O", "S", "O", "O", "O", "H", "H", "H", "H", "C", "C", "O", "S", "O", "O", "O", "H", "H", "H", "H", "C", "C", "O", "S", "O", "O", "O", "H", "H", "H", "H"], "positions_angstrom": [[0.361, 4.289, 7.235], [0.023, 3.139, 7.292], [0.860, 2.120, 6.936], [-1.342, 2.686, 7.731], [-2.013, 1.760, 6.679], [-1.754, 0.274, 7.019], [-1.055, -0.551, 5.956], [-0.931, -0.174, 4.607], [-0.255, -1.006, 3.750], [0.277, -2.159, 4.194], [0.182, -2.561, 5.463], [0.841, -3.866, 5.925], [2.032, -3.951, 5.579], [0.141, -4.625, 6.583], [-0.495, -1.759, 6.370], [1.742, 2.337, 7.268], [-1.230, 2.197, 8.702], [-1.962, 3.566, 7.889], [-1.594, 2.050, 5.718], [-3.085, 1.948, 6.687], [-1.099, 0.226, 7.891], [-2.665, -0.251, 7.317], [-1.367, 0.747, 4.252], [-0.152, -0.724, 2.707], [0.795, -2.726, 3.530], [-0.584, -2.059, 7.405], [3.560, 1.218, 0.773], [2.842, 2.180, -0.151], [1.862, 1.376, -0.823], [1.361, 0.227, 0.157], [0.146, 0.637, 0.773], [1.485, -1.019, -0.505], [2.529, 0.348, 1.255], [4.292, 0.616, 0.232], [4.048, 1.720, 1.604], [3.507, 2.644, -0.873], [2.317, 2.956, 0.411], [-1.951, 3.795, -4.109], [-1.509, 4.426, -2.804], [-1.291, 3.316, -1.927], [-0.766, 2.053, -2.777], [0.653, 1.995, -2.685], [-1.577, 0.937, -2.471], [-1.151, 2.616, -4.225], [-3.000, 3.497, -4.077], [-1.787, 4.446, -4.964], [-2.255, 5.097, -2.388], [-0.563, 4.961, -2.921], [-3.070, -2.367, -6.800], [-1.742, -2.686, -6.152], [-1.246, -1.418, -5.698], [-2.475, -0.485, -5.272], [-2.630, -0.554, -3.868], [-2.351, 0.756, -5.954], [-3.642, -1.347, -5.969], [-2.937, -1.957, -7.804], [-3.727, -3.231, -6.849], [-1.038, -3.144, -6.838], [-1.870, -3.333, -5.284], [3.472, -2.510, -4.989], [2.379, -1.723, -5.680], [1.856, -2.632, -6.662], [1.949, -4.131, -6.107], [0.690, -4.483, -5.554], [2.598, -4.931, -7.079], [2.954, -3.845, -4.898], [4.386, -2.538, -5.587], [3.698, -2.126, -3.998], [2.747, -0.820, -6.157], [1.573, -1.465, -4.989]], "forces_ev_per_angstrom": [[0.17, -0.19, 0.20], [-0.04, 0.64, -0.07], [-0.30, -0.37, 0.66], [-0.41, 0.01, -0.39], [0.31, -0.28, 1.01], [0.46, 0.17, -0.53], [0.06, -0.26, 0.32], [0.04, -0.44, 0.44], [-0.43, 0.73, -0.10], [-0.02, 0.37, -0.42], [-0.32, -0.24, 0.90], [1.08, -0.49, -0.29], [0.02, 0.38, -0.45], [-0.82, 0.06, 0.34], [-0.21, 0.62, -0.66], [0.11, 0.18, -0.49], [-0.07, -0.12, -0.08], [0.23, 0.13, -0.04], [-0.28, -0.14, -0.14], [0.05, 0.10, -0.20], [-0.05, -0.04, 0.00], [-0.07, 0.10, -0.15], [0.09, -0.07, -0.21], [0.14, -0.35, 0.06], [0.16, -0.19, 0.31], [0.10, -0.27, -0.10], [0.36, -0.09, -0.28], [-0.14, 0.35, 0.33], [0.89, -0.62, 1.08], [0.41, 0.31, -0.18], [-0.06, -0.28, 0.11], [-0.27, -0.06, 0.01], [-0.26, 0.21, 0.03], [0.01, 0.03, 0.00], [-0.16, -0.10, 0.14], [-0.13, -0.13, -0.19], [0.05, 0.01, 0.01], [-0.47, 0.01, 0.08], [0.34, 0.22, -0.17], [-0.18, -0.14, -0.17], [-0.14, 0.38, -0.04], [-0.68, 0.14, -0.98], [0.74, 0.68, 0.85], [0.38, 0.23, 0.28], [0.00, 0.03, 0.01], [0.17, -0.15, -0.08], [-0.04, -0.17, 0.18], [-0.04, 0.03, -0.04], [0.18, 0.17, -0.42], [-0.22, -0.48, 0.27], [-0.11, 0.24, -0.38], [-0.10, -0.47, -0.20], [-0.72, -0.49, -0.69], [-0.02, -0.06, 0.09], [0.22, -0.06, 0.22], [0.00, -0.02, 0.00], [-0.14, 0.10, 0.19], [0.15, 0.19, 0.03], [0.04, -0.04, -0.03], [0.35, 0.18, -0.25], [-0.30, 0.16, 0.47], [0.32, -0.16, -0.09], [0.27, 0.42, 0.23], [-0.06, -0.33, -0.08], [-0.22, -0.11, -0.09], [-0.27, 0.11, -0.02], [-0.01, 0.02, 0.00], [-0.12, -0.21, 0.10], [-0.04, -0.12, -0.24], [0.03, 0.02, 0.01]]}

What is the formula in the sixth record?
C18H27NO20S4